# 1
19
Properties=species:S:1:pos:R:3:nbo_charge:R:1 method="wB97M-V/def2-TZVPD" homo_ev="-7.6 / -7.6" charge=0 orbital_gap_ev="8.4 / 8.4" lumo_ev="0.708 / 0.708" de_lowest_ev=5.397
C -0.899 1.825 0.240 -0.011
C -0.175 0.694 0.078 0.059
C -1.084 -0.440 -0.019 0.235
C 2.031 1.701 -0.142 -0.412
C 0.208 -2.370 0.280 -0.416
N -2.289 0.123 0.096 0.343
N 1.209 0.571 -0.020 -0.603
N -0.826 -1.725 -0.482 -0.606
O -3.410 -0.360 0.249 -0.509
O -2.218 1.520 0.255 -0.286
H -0.806 2.900 0.004 0.227
H 1.991 2.060 -1.144 0.182
H 1.795 2.368 0.748 0.211
H 3.044 1.354 -0.198 0.205
H 0.824 -1.549 0.513 0.205
H 0.035 -3.005 1.126 0.193
H 0.719 -3.162 -0.326 0.190
H 1.542 -0.183 -0.591 0.380
H -1.692 -2.321 -0.667 0.412

# 2
14
Properties=species:S:1:pos:R:3:nbo_charge:R:1 method="wB97M-V/def2-TZVPD" homo_ev=-9.1 charge=0 orbital_gap_ev=10.0 lumo_ev=0.860 de_lowest_ev=1.426 smiles=S[C@H]1C[C@@H](S)C1
C -1.117 -0.060 0.290 -0.328
C -0.037 0.956 0.017 -0.411
C 1.018 -0.134 0.310 -0.326
C -0.040 -1.138 -0.004 -0.407
H -2.377 0.210 -1.659 0.103
H -1.382 -0.080 1.422 0.217
H 0.040 1.761 0.684 0.211
H 0.043 1.230 -1.038 0.214
H 1.149 -0.216 1.363 0.202
H 2.968 0.989 0.075 0.125
H -0.182 -1.991 0.619 0.215
H 0.071 -1.313 -1.062 0.206
S -2.762 -0.080 -0.460 0.002
S 2.609 -0.135 -0.557 -0.024

# 3
18
Properties=species:S:1:pos:R:3:nbo_charge:R:1 method="wB97M-V/def2-TZVPD" homo_ev=-8.3 charge=0 orbital_gap_ev=9.2 lumo_ev=0.880 de_lowest_ev=1.927
C -2.843 -0.007 -0.224 -0.623
C -1.396 0.069 0.336 -0.055
C -0.565 -1.171 0.050 -0.210
C 0.815 0.744 -0.031 0.565
H -3.404 0.893 -0.416 0.228
H -2.654 -0.406 -1.229 0.205
H -3.497 -0.817 0.239 0.221
H -1.526 0.105 1.357 0.170
H -0.761 -1.913 0.852 0.203
H -0.926 -1.561 -0.917 0.185
H 2.592 -1.646 0.517 0.350
H 2.595 -0.687 -0.712 0.373
H 1.858 2.431 -0.088 0.349
H -0.607 2.009 0.495 0.389
N 0.849 -0.665 0.167 -0.288
N 2.055 -1.309 -0.186 -0.641
N 1.943 1.389 -0.023 -0.801
N -0.524 1.125 -0.085 -0.621

# 4
18
Properties=species:S:1:pos:R:3:nbo_charge:R:1 method="wB97M-V/def2-TZVPD" homo_ev=-10.0 charge=0 orbital_gap_ev=11.0 lumo_ev=1.019 de_lowest_ev=0.937 smiles="C=CC(C)C.O"
C -1.649 0.600 -1.134 -0.594
C -0.557 -0.108 -0.342 -0.273
C -1.161 -0.893 0.816 -0.605
C 0.462 0.878 0.161 -0.182
C 1.693 1.058 -0.365 -0.401
O 2.396 -1.349 1.277 -0.970
H -1.233 1.130 -1.994 0.213
H -2.174 1.331 -0.508 0.204
H -2.385 -0.121 -1.507 0.211
H -0.055 -0.818 -1.016 0.197
H -1.679 -0.226 1.515 0.203
H -0.388 -1.430 1.372 0.225
H -1.886 -1.625 0.447 0.211
H 0.109 1.580 0.920 0.203
H 1.854 -0.464 1.131 0.489
H 2.357 1.849 -0.031 0.211
H 2.032 0.471 -1.212 0.197
H 2.265 -1.862 0.471 0.461

# 5
16
Properties=species:S:1:pos:R:3:nbo_charge:R:1 method="wB97M-V/def2-TZVPD" homo_ev="-6.9 / -6.9" charge=0 orbital_gap_ev="7.2 / 7.1" lumo_ev="0.259 / 0.235" de_lowest_ev=1.805
C 0.957 1.461 -0.998 -0.438
C -0.196 -0.322 -2.073 -0.164
N -0.879 -1.043 2.344 -0.683
N -1.043 0.325 2.039 -0.659
N 0.686 0.063 -1.172 -0.458
O 1.611 -2.240 -1.234 -0.980
S 1.959 -0.939 -0.705 0.952
H 1.965 1.568 -1.299 0.223
H 0.343 2.090 -1.630 0.214
H 0.749 1.599 0.100 0.242
H -2.066 0.677 2.065 0.323
H -0.795 0.513 -2.401 0.180
H -0.276 -1.304 -2.371 0.226
H -0.753 -1.639 1.578 0.349
H -1.646 -1.495 2.920 0.327
H -0.618 0.685 2.839 0.346

# 6
16
Properties=species:S:1:pos:R:3:nbo_charge:R:1 method="wB97M-V/def2-TZVPD" homo_ev=0.6 charge=-2 orbital_gap_ev=4.7 lumo_ev=5.335 de_lowest_ev=1.211 smiles="CC1=N[C@@H](P(=O)([O-])[O-])CS1"
C -0.907 -0.675 -0.589 0.081
C -0.567 1.049 1.272 -0.618
C 0.560 -0.225 0.971 -0.390
C -1.667 -1.396 -1.684 -0.659
N 0.106 -1.083 0.025 -0.389
O 1.803 1.229 -1.138 -1.247
O 2.287 1.793 1.388 -1.243
O 3.325 -0.234 0.117 -1.255
P 2.209 0.809 0.267 2.377
S -1.832 0.639 0.153 0.089
H -0.832 1.135 2.291 0.184
H -0.118 2.129 1.014 0.248
H 1.013 -0.632 1.858 0.201
H -2.112 -0.633 -2.362 0.201
H -2.391 -2.050 -1.282 0.195
H -0.878 -1.854 -2.302 0.225